Model P:
The following is a quantum chemistry calculation of a cluster of 2 separate species, C7H18O2 in total, from OMol25.

Element x y z (Å)
O1 -1.67 -0.63 -0.81
O2 -3.85 -0.03 -0.51
C1 3.30 0.28 0.52
C2 -2.55 0.14 -0.11
C3 1.31 -1.19 0.98
C4 -2.45 -0.07 1.39
C5 -1.85 1.77 -0.63
C6 1.98 -0.68 -1.39
C7 1.92 -0.15 0.04
H1 1.94 -2.09 1.00
H2 2.35 0.08 -2.08
H3 0.99 -1.00 -1.72
H4 -1.28 -0.05 -1.53
H5 2.65 -1.54 -1.45
H6 -2.29 2.67 -0.22
H7 3.72 1.05 -0.13
H8 3.26 0.69 1.53
H9 1.23 -0.81 1.99
H10 3.99 -0.57 0.52
H11 -2.21 1.65 -1.64
H12 -0.89 1.58 -0.17
H13 -1.43 0.11 1.72
H14 0.32 -1.49 0.63
H15 -2.71 -1.10 1.62
H16 -3.14 0.60 1.90
H17 1.27 0.73 0.04
H18 -3.90 0.04 -1.48

## Properties
* lowest unoccupied orbital energy: 0.72 eV
* SMILES: CC(C)(O)O.CC(C)C
* molar mass: 134.2 g mol⁻¹
* total charge: 0
* highest occupied orbital energy: -9.460 eV
* HOMO-LUMO gap: 10.2 eV

Mulliken population analysis, charges in e, atoms 1 to 5: O -0.51; O -0.53; C -1.55; C 0.75; C -1.36

Model Q:
The following is a quantum chemistry calculation of a cluster of 3 separate species, C7H18O2 in total, from OMol25.

Element x y z (Å)
O1 -2.24 1.34 -0.15
O2 -0.74 0.01 1.01
C1 0.91 1.87 -0.90
C2 -3.05 -0.45 1.28
C3 -1.91 -0.86 -0.94
C4 1.48 -1.53 0.22
C5 2.35 -0.70 -0.41
C6 3.38 0.10 0.32
C7 -1.95 0.02 0.31
H1 3.49 1.09 -0.11
H2 -1.70 -1.89 -0.66
H3 -2.88 -1.48 1.56
H4 0.14 -0.52 0.54
H5 -3.02 0.17 2.17
H6 4.35 -0.40 0.22
H7 1.67 -1.77 1.26
H8 1.75 2.54 -0.81
H9 0.65 1.26 0.01
H10 3.12 0.19 1.37
H11 0.00 2.46 -1.02
H12 -1.12 -0.50 -1.61
H13 -2.20 1.92 0.61
H14 2.43 -0.71 -1.49
H15 1.02 1.28 -1.81
H16 0.95 -2.29 -0.34
H17 -4.02 -0.35 0.80
H18 -2.86 -0.80 -1.47

## Properties
* lowest unoccupied orbital energy: 0.90 eV
* SMILES: CC(C)(O)O.C=CC.C
* molar mass: 134.2 g mol⁻¹
* total charge: 0
* highest occupied orbital energy: -9.633 eV
* HOMO-LUMO gap: 10.5 eV

Mulliken population analysis, charges in e, atoms 1 to 5: O -0.56; O -0.68; C -1.04; C -1.42; C -1.71

Most stable to least stable, the ends of the list are model P and model Q.

Model P:
The following is a quantum chemistry calculation of a structure of composition C36H42MnN8O5SSi, from OMol25.

Element x y z (Å)
Mn1 -0.53 -0.73 0.15
S1 -0.64 2.66 0.89
Si1 1.51 -1.74 0.97
O1 0.26 -2.85 -3.25
O2 -2.23 -0.01 -1.18
O3 0.37 3.34 1.66
O4 -0.56 2.81 -0.55
O5 -0.54 -2.27 -1.29
N1 -4.39 -0.66 -0.80
N2 -5.93 4.68 2.71
N3 -3.84 0.91 -2.44
N4 -1.22 1.15 3.48
N5 0.48 0.18 -1.39
N6 -1.18 -0.83 2.13
N7 0.67 -0.74 -2.44
N8 -0.69 1.09 1.16
C1 -1.48 0.37 4.53
C2 -3.44 0.06 -1.46
C3 2.73 -2.37 -0.38
C4 4.48 0.77 3.69
C5 -1.55 -1.02 4.45
C6 -2.28 4.32 2.33
C7 2.67 -3.65 -0.94
C8 -2.22 3.26 1.44
C9 -4.00 -1.60 0.23
C10 4.81 -0.53 3.29
C11 1.09 -4.57 4.08
C12 0.19 -5.48 3.54
C13 -0.25 -5.30 2.23
C14 -6.15 0.74 -1.68
C15 2.72 -0.71 2.06
C16 -1.39 -1.59 3.19
C17 0.20 -4.22 1.49
C18 -2.79 1.64 -3.14
C19 3.72 -1.52 -0.88
C20 1.12 -2.57 -4.35
C21 1.11 -3.29 2.02
C22 -5.78 -0.65 -1.21
C23 -3.51 4.79 2.75
C24 -5.22 1.14 -2.81
C25 -4.69 4.19 2.31
C26 3.29 1.32 3.25
C27 3.94 -1.25 2.49
C28 -4.61 3.11 1.43
C29 1.54 -3.49 3.32
C30 -1.05 0.52 2.33
C31 0.11 -1.96 -2.28
C32 4.61 -1.92 -1.87
C33 3.56 -4.07 -1.92
C34 2.42 0.59 2.45
C35 4.54 -3.20 -2.39
C36 -3.38 2.66 1.00
H1 -4.69 -1.52 1.08
H2 -5.95 -1.38 -2.01
H3 -5.93 5.21 3.57
H4 -6.69 4.03 2.66
H5 1.44 -4.70 5.10
H6 -2.13 0.96 -3.67
H7 -1.62 0.87 5.48
H8 -1.73 -1.62 5.32
H9 4.22 -2.25 2.19
H10 -5.52 2.63 1.09
H11 -0.20 -4.07 0.49
H12 2.22 -2.79 3.78
H13 -0.95 -6.00 1.80
H14 -1.44 -2.66 3.04
H15 1.51 1.06 2.11
H16 5.38 -1.23 -2.21
H17 -2.20 2.24 -2.44
H18 5.24 -3.53 -3.14
H19 5.74 -0.97 3.61
H20 -3.26 2.30 -3.86
H21 -0.12 0.96 -1.67
H22 -6.39 -0.96 -0.36
H23 1.37 0.54 -1.05
H24 2.13 -2.35 -4.00
H25 -3.00 -1.38 0.59
H26 -3.56 5.62 3.44
H27 1.15 -3.48 -4.94
H28 5.15 1.33 4.32
H29 1.93 -4.36 -0.58
H30 -5.47 0.58 -3.72
H31 -4.02 -2.63 -0.14
H32 -6.04 1.45 -0.85
H33 0.72 -1.76 -4.97
H34 -3.32 1.81 0.33
H35 -1.37 4.76 2.69
H36 -5.34 2.20 -3.04
H37 3.83 -0.52 -0.46
H38 -7.19 0.77 -2.02
H39 -0.16 -6.31 4.13
H40 3.02 2.34 3.53
H41 1.24 -0.48 -3.22
H42 3.50 -5.07 -2.31

## Properties
* multiplicity: 2
* lowest unoccupied orbital energy (spin up / spin down): 0.28 / 0.28 eV
* molar mass: 781.9 g mol⁻¹
* total charge: 0
* highest occupied orbital energy (spin up / spin down): -7.037 / -6.713 eV
* ⟨S²⟩: 0.79
* HOMO-LUMO gap (spin up / spin down): 7.3 / 7.0 eV

Mulliken population analysis, charges in e, atoms 1 to 5: Mn 0.27; S 1.75; Si 2.06; O -0.33; O 0.42

Model Q:
The following is a quantum chemistry calculation of a structure of composition C36H42MnN8O5SSi, from OMol25.

Element x y z (Å)
Mn1 0.62 0.51 -0.34
S1 0.22 0.95 3.12
Si1 0.64 -1.89 -0.48
O1 1.09 0.91 -2.35
O2 -1.10 0.40 2.89
O3 1.10 2.41 -3.97
O4 -1.38 1.05 -0.93
O5 1.04 0.38 4.15
N1 0.63 2.68 -0.45
N2 0.86 3.09 -1.78
N3 2.55 0.52 0.25
N4 -0.53 6.72 4.40
N5 3.25 1.32 2.39
N6 -3.48 0.86 -0.11
N7 0.97 0.95 1.70
N8 -2.84 -0.32 -2.01
C1 -3.26 -4.26 0.73
C2 3.91 -3.78 2.36
C3 2.07 -2.30 1.95
C4 2.88 -3.68 0.18
C5 3.02 -2.82 2.81
C6 1.01 2.08 -2.68
C7 2.31 0.93 1.52
C8 2.06 -3.10 -4.87
C9 -0.95 -2.85 -0.04
C10 -1.95 -2.24 0.72
C11 -5.21 -0.21 -1.46
C12 -1.28 3.17 3.71
C13 2.89 -2.44 -3.97
C14 1.98 -2.71 0.62
C15 3.84 -4.21 1.04
C16 -1.82 -0.84 -2.89
C17 0.92 4.83 3.92
C18 1.09 3.50 3.62
C19 4.85 0.77 0.69
C20 -0.35 5.36 4.14
C21 -1.46 4.51 4.03
C22 -1.13 -4.20 -0.37
C23 0.36 -3.16 -3.17
C24 3.80 0.46 -0.17
C25 -4.10 -1.05 -2.05
C26 -2.52 0.52 -1.00
C27 2.44 -2.14 -2.69
C28 0.79 -3.46 -4.45
C29 -3.18 1.70 1.03
C30 1.09 3.78 -4.35
C31 -3.09 -2.94 1.11
C32 -2.27 -4.90 -0.01
C33 1.16 -2.47 -2.25
C34 -0.01 2.66 3.50
C35 -4.80 0.24 -0.08
C36 4.50 1.20 1.96
H1 1.89 4.33 -3.86
H2 -4.30 -1.29 -3.09
H3 -0.34 2.84 -0.20
H4 5.27 1.49 2.67
H5 -3.82 2.59 1.01
H6 -2.14 1.98 1.02
H7 -1.81 -1.22 1.06
H8 2.09 3.08 3.49
H9 1.26 3.16 0.19
H10 -5.39 0.66 -2.09
H11 -2.38 -5.94 -0.28
H12 0.13 -4.00 -5.13
H13 4.66 -4.19 3.02
H14 0.12 4.24 -4.15
H15 -5.50 0.98 0.31
H16 -4.15 -4.81 1.04
H17 -2.09 -0.65 -3.93
H18 -2.45 4.90 4.19
H19 3.12 -1.65 -2.00
H20 3.90 -2.17 -4.27
H21 1.79 5.48 4.01
H22 0.27 7.17 4.82
H23 3.96 0.16 -1.19
H24 -1.74 -1.92 -2.74
H25 -1.38 6.95 4.88
H26 4.53 -4.96 0.67
H27 -2.14 2.51 3.64
H28 -4.80 -0.60 0.63
H29 2.84 -4.03 -0.84
H30 -3.99 -2.00 -1.51
H31 -3.84 -2.45 1.73
H32 -0.85 -0.39 -2.69
H33 -0.63 -3.50 -2.87
H34 2.40 -3.33 -5.87
H35 -0.35 -4.72 -0.92
H36 5.88 0.69 0.38
H37 -3.36 1.16 1.96
H38 -6.13 -0.79 -1.41
H39 3.06 -2.48 3.84
H40 1.38 -1.55 2.33
H41 0.55 4.00 -2.07
H42 1.26 3.78 -5.42

## Properties
* multiplicity: 2
* lowest unoccupied orbital energy (spin up / spin down): -0.16 / -0.16 eV
* molar mass: 781.9 g mol⁻¹
* total charge: 0
* highest occupied orbital energy (spin up / spin down): -6.922 / -6.686 eV
* ⟨S²⟩: 0.82
* HOMO-LUMO gap (spin up / spin down): 6.8 / 6.5 eV

Mulliken population analysis, charges in e, atoms 1 to 5: Mn 0.18; S 1.28; Si 1.63; O -0.01; O -0.65

Most stable to least stable, the ends of the list are model P and model Q.

Model P:
The following is a quantum chemistry calculation of a cluster of 2 separate species, C2H11N3 in total, from OMol25.

Element x y z (Å)
N1 1.06 1.51 -1.29
N2 -0.57 1.25 0.51
N3 -0.30 -1.84 1.52
C1 0.09 -2.20 0.17
C2 -0.38 1.51 -0.87
H1 -0.83 -2.52 2.03
H2 -0.87 0.72 -1.44
H3 1.30 2.33 -1.85
H4 0.54 -1.81 2.08
H5 -0.39 1.99 1.17
H6 -0.06 0.44 0.81
H7 -0.83 2.45 -1.18
H8 1.22 0.76 -1.96
H9 -0.12 -3.23 -0.12
H10 1.14 -2.01 -0.03
H11 -0.52 -1.68 -0.58

## Properties
* lowest unoccupied orbital energy: 1.08 eV
* SMILES: NCN.CN
* molar mass: 77.1 g mol⁻¹
* total charge: 0
* highest occupied orbital energy: -8.877 eV
* HOMO-LUMO gap: 10.0 eV

Mulliken population analysis, charges in e, atoms 1 to 5: N -0.62; N -0.49; N -0.53; C -0.73; C -0.36

Model Q:
The following is a quantum chemistry calculation of a cluster of 2 separate species, C2H11N3 in total, from OMol25.

Element x y z (Å)
N1 -0.54 1.43 0.60
N2 -0.47 -1.71 1.57
N3 1.05 1.62 -1.28
C1 -0.33 1.58 -0.83
C2 0.12 -2.06 0.20
H1 1.16 -1.62 0.19
H2 -0.80 2.52 -1.12
H3 0.99 2.40 -2.04
H4 -0.11 2.26 1.09
H5 -0.18 0.54 0.92
H6 1.33 0.70 -1.58
H7 -0.42 -1.37 -0.51
H8 0.20 -3.12 0.04
H9 -0.88 0.81 -1.35
H10 -1.27 -2.32 1.72
H11 0.16 -1.68 2.36

## Properties
* lowest unoccupied orbital energy: 1.03 eV
* SMILES: NCN.CN
* molar mass: 77.1 g mol⁻¹
* total charge: 0
* highest occupied orbital energy: -8.946 eV
* HOMO-LUMO gap: 10.0 eV

Mulliken population analysis, charges in e, atoms 1 to 5: N -0.52; N -0.51; N -0.59; C -0.55; C -0.63

Most stable to least stable, the ends of the list are model P and model Q.

Model P:
The following is a quantum chemistry calculation of a structure of composition C3H4N3, from OMol25.

Element x y z (Å)
N1 0.67 0.10 -0.58
N2 1.14 1.14 -1.15
N3 1.59 -0.97 -0.50
C1 2.73 -0.52 -0.99
C2 2.37 0.76 -1.28
C3 -1.20 0.61 0.15
H1 3.54 -1.19 -1.07
H2 -1.35 1.33 -0.58
H3 -1.53 -0.45 0.04
H4 -0.64 1.00 1.11

## Properties
* lowest unoccupied orbital energy (spin up / spin down): -8.41 / -8.41 eV
* molar mass: 82.1 g mol⁻¹
* total charge: +1
* highest occupied orbital energy (spin up / spin down): -16.108 / -16.108 eV
* HOMO-LUMO gap (spin up / spin down): 7.7 / 7.7 eV

Mulliken population analysis, charges in e, atoms 1 to 5: N 0.32; N -0.38; N -0.39; C -0.04; C 0.33

Model Q:
The following is a quantum chemistry calculation of the ion C3H4N3 with charge +1, from OMol25.

Element x y z (Å)
N1 -2.18 0.34 -0.14
N2 -2.02 -0.93 -0.13
N3 -1.17 1.09 -0.22
C1 -0.75 -1.04 0.23
C2 1.25 0.49 -0.09
C3 -0.14 0.22 0.11
H1 1.34 1.38 -0.73
H2 2.03 -0.32 -0.17
H3 -0.09 -2.13 0.27
H4 1.73 0.89 0.87

## Properties
* lowest unoccupied orbital energy (spin up / spin down): -9.76 / -9.48 eV
* SMILES: CC1=NN=[N+]=C1
* molar mass: 82.1 g mol⁻¹
* total charge: +1
* highest occupied orbital energy (spin up / spin down): -17.492 / -16.774 eV
* HOMO-LUMO gap (spin up / spin down): 7.7 / 7.3 eV

Mulliken population analysis, charges in e, atoms 1 to 5: N 0.17; N -0.13; N -0.20; C -0.09; C -0.97

Most stable to least stable, the ends of the list are model Q and model P.